No. 1
Here is C58H56BCl2N12O3STi as an isolated structure in a non-equilibrium geometry from the Open Molecules 2025 dataset. Energies are from ωB97M-V/def2-TZVPD.

Computed properties:
HOMO (alpha / beta)   -10.436 / -10.436 eV
Orbital gap (alpha / beta)   6.936 / 6.936 eV

```
! RIJCOSX wB97M-V def2-TZVPD def2/J DEFGRID3
* xyz 1 1
Ti 0.49 -0.72 -1.51
C 0.65 -5.44 -3.62
C 1.10 -4.03 -3.71
C 1.44 -3.29 -4.83
C 1.77 -2.03 -4.36
N 1.66 -1.98 -3.03
N 1.26 -3.23 -2.65
B 1.26 -3.62 -1.15
N -0.08 -3.34 -0.43
N -0.47 -2.08 -0.03
C -1.47 -2.27 0.87
C -1.75 -3.62 0.96
C -0.85 -4.28 0.14
C -0.68 -5.75 -0.02
C -2.04 -1.38 1.93
C -2.99 -0.37 1.82
C -3.50 0.25 2.95
C -3.08 -0.12 4.22
C -2.15 -1.13 4.35
C -1.65 -1.76 3.22
N 2.35 -2.80 -0.45
N 2.39 -1.44 -0.51
C 3.60 -1.09 -0.02
C 4.29 -2.22 0.41
C 3.48 -3.29 0.10
C 3.74 -4.75 0.29
C 4.21 0.26 0.09
C 4.53 0.74 1.35
C 5.20 1.95 1.50
C 5.56 2.68 0.38
C 5.28 2.18 -0.89
C 4.63 0.97 -1.03
C 2.22 -0.91 -5.21
C 3.51 -0.39 -5.09
C 3.94 0.61 -5.94
C 3.10 1.10 -6.92
C 1.82 0.58 -7.06
C 1.39 -0.43 -6.21
H 0.54 -5.85 -4.62
H -0.32 -5.50 -3.13
H 1.35 -6.06 -3.07
H 1.47 -3.62 -5.85
H 1.49 -4.78 -1.04
H -2.48 -4.07 1.61
H 0.23 -6.09 0.47
H -0.62 -6.05 -1.06
H -1.52 -6.25 0.44
H -3.37 -0.05 0.87
H -4.23 1.04 2.83
H -3.47 0.38 5.09
H -1.80 -1.45 5.33
H -0.91 -2.55 3.33
H 5.27 -2.24 0.84
H 4.67 -4.87 0.83
H 3.83 -5.26 -0.67
H 2.95 -5.23 0.85
H 4.21 0.19 2.23
H 5.42 2.31 2.49
H 6.08 3.62 0.49
H 5.60 2.73 -1.77
H 4.50 0.55 -2.02
H 4.17 -0.78 -4.32
H 4.95 1.00 -5.84
H 3.44 1.88 -7.59
H 1.16 0.95 -7.84
H 0.39 -0.85 -6.32
Cl -1.12 -1.61 -3.24
C 0.38 0.78 -3.05
Cl 2.08 0.97 -2.70
H -0.18 1.67 -2.78
H 0.22 0.40 -4.05
O 5.96 4.91 4.40
C 4.62 4.59 4.67
N 3.84 4.56 3.45
C 3.14 3.47 3.05
O 3.12 2.43 3.67
C 2.40 3.60 1.74
C 2.02 4.79 1.15
C 1.37 4.74 -0.08
C 1.16 3.50 -0.65
N 1.48 2.34 -0.07
C 2.07 2.41 1.11
H 6.39 4.14 4.00
H 4.25 5.38 5.33
H 4.50 3.62 5.14
H 3.93 5.36 2.83
H 2.20 5.75 1.62
H 1.07 5.64 -0.59
H 0.72 3.44 -1.65
H 2.32 1.48 1.60
S -0.64 2.42 4.02
C -0.82 1.98 2.36
N -0.23 0.91 1.96
C 0.46 0.34 3.03
C 1.26 -0.81 2.93
C 1.88 -1.27 4.07
C 1.71 -0.62 5.30
C 0.95 0.52 5.40
C 0.33 1.00 4.24
H -1.42 2.59 1.70
H 1.37 -1.31 1.97
H 2.50 -2.16 4.01
H 2.20 -1.01 6.18
H 0.84 1.04 6.34
C -7.31 2.17 3.25
C -7.18 1.72 1.82
C -6.65 0.48 1.49
C -6.53 0.06 0.18
C -6.94 0.90 -0.85
N -6.88 0.51 -2.21
C -6.13 -0.49 -2.77
O -6.52 -1.16 -3.70
N -4.90 -0.75 -2.16
C -3.95 0.18 -1.74
C -4.09 1.55 -1.71
C -3.00 2.31 -1.32
C -1.80 1.70 -1.04
N -1.65 0.36 -1.07
C -2.72 -0.36 -1.36
C -7.47 2.15 -0.55
C -7.59 2.55 0.77
H -7.07 1.36 3.94
H -8.32 2.50 3.47
H -6.64 3.01 3.46
H -6.35 -0.20 2.29
H -6.15 -0.93 -0.04
H -7.70 0.72 -2.78
H -4.51 -1.60 -2.55
H -5.01 2.03 -2.00
H -3.07 3.39 -1.26
H -0.93 2.27 -0.74
H -2.61 -1.44 -1.33
H -7.78 2.80 -1.35
H -8.01 3.52 0.99
*
```

=====

No. 2
Here is C58H56BrCaN3O4P2 as an isolated structure from the Open Molecules 2025 dataset. Energies are from ωB97M-V/def2-TZVPD.

Computed properties:
HOMO   -2.136 eV
Orbital gap   6.052 eV

```
! RIJCOSX wB97M-V def2-TZVPD def2/J DEFGRID3
* xyz -2 1
Ca -0.82 1.24 -0.85
C 0.12 3.88 1.18
P 1.28 2.39 1.12
C 2.98 2.60 0.42
C 3.28 3.20 -0.80
C 4.54 3.06 -1.38
C 5.51 2.29 -0.77
C 5.22 1.66 0.43
C 3.97 1.81 1.02
C 1.66 2.47 2.92
C 0.84 1.72 3.77
C 0.98 1.82 5.16
C 1.94 2.65 5.71
C 2.75 3.40 4.87
C 2.61 3.31 3.49
C -1.15 3.23 1.71
C -1.87 3.58 2.83
C -2.87 2.57 2.99
C -2.66 1.67 1.96
C -3.22 0.26 1.86
P -2.06 -0.77 2.90
C -3.01 -0.82 4.49
C -4.39 -1.00 4.59
C -5.02 -1.04 5.83
C -4.27 -0.90 6.99
C -2.90 -0.72 6.91
C -2.28 -0.69 5.67
C -2.17 -2.52 2.34
C -1.28 -2.86 1.32
C -1.15 -4.17 0.89
C -1.90 -5.18 1.49
C -2.77 -4.86 2.52
C -2.91 -3.54 2.94
N -1.63 2.07 1.15
H 0.00 4.33 0.20
H 0.46 4.63 1.89
H 2.52 3.75 -1.33
H 4.74 3.54 -2.33
H 6.48 2.15 -1.23
H 5.95 1.02 0.91
H 3.76 1.28 1.94
H 0.08 1.08 3.35
H 0.32 1.24 5.80
H 2.05 2.72 6.78
H 3.51 4.06 5.29
H 3.25 3.91 2.85
H -1.69 4.43 3.47
H -3.60 2.48 3.78
H -3.26 -0.11 0.83
H -4.22 0.22 2.28
H -4.98 -1.11 3.69
H -6.09 -1.17 5.88
H -4.76 -0.92 7.96
H -2.31 -0.61 7.81
H -1.21 -0.54 5.60
H -0.68 -2.09 0.86
H -0.45 -4.41 0.10
H -1.79 -6.21 1.16
H -3.36 -5.64 2.99
H -3.58 -3.32 3.76
O -4.05 -2.48 -1.34
C -5.02 -1.76 -1.91
C -6.28 -2.36 -2.01
C -7.33 -1.68 -2.60
C -7.13 -0.41 -3.12
C -5.88 0.18 -3.01
C -4.80 -0.47 -2.41
C -3.45 0.20 -2.29
O -2.48 -0.39 -1.67
N -3.44 1.38 -2.85
N -2.28 2.10 -2.60
C -2.17 3.10 -3.37
C -1.17 4.16 -3.28
C -1.39 5.30 -4.05
C -0.59 6.43 -3.94
C 0.43 6.42 -2.99
C 0.68 5.30 -2.22
C -0.07 4.10 -2.37
O 0.22 3.03 -1.72
H -3.25 -1.89 -1.33
H -6.40 -3.35 -1.60
H -8.30 -2.16 -2.67
H -7.94 0.13 -3.59
H -5.70 1.18 -3.39
H -2.95 3.24 -4.13
H -2.22 5.29 -4.74
H -0.78 7.30 -4.55
H 1.04 7.30 -2.85
H 1.46 5.32 -1.48
C 4.51 -5.45 -0.74
C 4.89 -4.17 -1.50
C 5.10 -4.53 -2.97
C 6.22 -3.64 -0.95
C 3.80 -3.12 -1.32
C 3.46 -2.67 -0.04
C 2.48 -1.72 0.13
Br 2.17 -1.12 1.91
C 1.72 -1.13 -0.93
O 0.81 -0.26 -0.69
C 2.11 -1.57 -2.24
C 3.10 -2.54 -2.37
C 1.51 -1.07 -3.57
C 0.86 -2.25 -4.31
C 2.63 -0.47 -4.43
C 0.43 0.01 -3.44
H 5.27 -6.22 -0.89
H 3.55 -5.83 -1.10
H 4.41 -5.26 0.33
H 5.89 -5.29 -3.05
H 5.40 -3.66 -3.56
H 4.19 -4.94 -3.42
H 7.02 -4.38 -1.08
H 6.14 -3.41 0.12
H 6.51 -2.72 -1.46
H 3.97 -3.05 0.84
H 3.35 -2.85 -3.38
H 1.58 -3.04 -4.53
H 0.43 -1.91 -5.26
H 0.06 -2.68 -3.71
H 3.42 -1.19 -4.65
H 3.08 0.38 -3.92
H 2.22 -0.12 -5.39
H -0.43 -0.36 -2.88
H 0.08 0.28 -4.44
H 0.81 0.91 -2.97
*
```

=====

No. 3
Here is C58H62BIrN8O4P2S3Te as an isolated structure in a non-equilibrium geometry from the Open Molecules 2025 dataset. Energies are from ωB97M-V/def2-TZVPD.

Computed properties:
HOMO (alpha / beta)   -8.958 / -9.335 eV
⟨S²⟩   0.77
Orbital gap (alpha / beta)   5.923 / 6.444 eV

```
! RIJCOSX wB97M-V def2-TZVPD def2/J DEFGRID3
* xyz 1 2
Ir -0.55 -0.09 -0.05
C -0.31 -4.49 -2.61
C 1.14 -4.72 -2.20
C 1.32 -6.20 -1.88
C 2.06 -4.28 -3.34
N 1.56 -3.95 -0.98
C 2.85 -4.14 -0.50
C 2.92 -3.57 0.72
N 1.69 -3.03 1.00
B 1.44 -2.43 2.40
N -0.05 -2.34 2.83
C -0.62 -3.47 3.34
C -1.82 -3.14 3.87
N -1.98 -1.79 3.70
C -0.92 -1.32 2.99
S -0.72 0.29 2.28
C -3.14 -1.12 4.40
C -3.24 -1.74 5.79
C -2.90 0.37 4.59
C -4.39 -1.40 3.59
N 2.20 -1.11 2.59
C 2.86 -0.85 3.76
C 3.57 0.28 3.59
N 3.32 0.73 2.31
C 2.47 -0.14 1.71
S 1.87 -0.13 0.08
C 3.95 1.95 1.73
C 2.84 2.92 1.37
C 4.84 2.61 2.78
C 4.80 1.55 0.53
C 0.88 -3.25 -0.04
S -0.70 -2.57 -0.13
H -0.48 -5.12 -3.48
H -0.51 -3.46 -2.88
H -1.01 -4.78 -1.83
H 1.08 -6.78 -2.77
H 0.65 -6.50 -1.08
H 2.34 -6.44 -1.58
H 1.71 -4.72 -4.27
H 3.09 -4.60 -3.19
H 2.05 -3.20 -3.44
H 3.59 -4.66 -1.07
H 3.73 -3.51 1.41
H 1.94 -3.20 3.18
H -0.11 -4.42 3.31
H -2.53 -3.75 4.39
H -2.28 -1.73 6.30
H -3.63 -2.75 5.78
H -3.93 -1.14 6.38
H -2.00 0.56 5.17
H -3.75 0.76 5.16
H -2.83 0.92 3.66
H -4.58 -2.47 3.51
H -4.31 -0.99 2.58
H -5.25 -0.95 4.08
H 2.78 -1.50 4.61
H 4.23 0.79 4.26
H 2.26 3.16 2.25
H 2.18 2.51 0.61
H 3.27 3.85 0.98
H 4.30 2.87 3.68
H 5.22 3.53 2.35
H 5.70 1.99 3.04
H 4.19 1.11 -0.26
H 5.57 0.84 0.82
H 5.29 2.43 0.12
Te -3.86 1.78 1.28
C -5.79 2.30 0.60
C -6.87 1.50 0.94
C -8.14 1.90 0.55
N -8.39 3.01 -0.14
C -7.34 3.77 -0.45
C -6.04 3.47 -0.11
C -3.07 1.42 -0.69
P -1.64 2.43 -1.06
C -2.02 3.19 -2.67
C -2.88 2.55 -3.56
C -3.13 3.09 -4.81
C -2.55 4.29 -5.18
C -1.73 4.96 -4.28
C -1.46 4.41 -3.04
C -1.62 3.80 0.11
C -0.67 3.81 1.12
C -0.68 4.82 2.07
C -1.64 5.83 2.00
C -2.58 5.83 0.98
C -2.57 4.81 0.04
P -2.67 -0.34 -0.80
C -2.42 -0.75 -2.57
C -1.13 -0.81 -3.07
C -0.89 -1.14 -4.40
C -1.95 -1.41 -5.25
C -3.25 -1.35 -4.76
C -3.48 -1.02 -3.44
C -4.12 -1.32 -0.37
C -5.36 -0.83 -0.79
C -6.51 -1.58 -0.60
C -6.43 -2.82 0.02
C -5.21 -3.30 0.46
C -4.06 -2.55 0.27
H -6.74 0.58 1.49
H -9.00 1.30 0.80
H -7.57 4.68 -1.00
H -5.24 4.14 -0.38
H -3.36 1.63 -3.27
H -3.79 2.58 -5.49
H -2.74 4.71 -6.16
H -1.29 5.91 -4.55
H -0.85 4.97 -2.34
H 0.06 3.03 1.16
H 0.06 4.82 2.86
H -1.64 6.62 2.74
H -3.31 6.62 0.92
H -3.30 4.82 -0.77
H -0.26 -0.63 -2.43
H 0.13 -1.19 -4.77
H -1.77 -1.68 -6.28
H -4.08 -1.56 -5.41
H -4.50 -0.99 -3.08
H -5.43 0.15 -1.25
H -7.46 -1.19 -0.93
H -7.33 -3.41 0.16
H -5.15 -4.26 0.95
H -3.11 -2.94 0.62
O 1.55 3.95 -1.26
C 1.01 3.08 -1.89
O 0.04 2.31 -1.31
C 1.43 2.73 -3.28
C 2.55 3.38 -3.79
C 2.96 3.12 -5.09
C 2.23 2.22 -5.84
C 1.11 1.57 -5.36
C 0.72 1.83 -4.06
N 2.66 1.94 -7.23
O 3.67 2.49 -7.62
O 1.97 1.18 -7.87
H 3.08 4.08 -3.17
H 3.83 3.61 -5.52
H 0.56 0.90 -6.00
H -0.16 1.35 -3.66
*
```